ORCA calculation (wB97M-V/def2-TZVPD) on a cluster of 5 separate species, CH10NO6 in total in a non-equilibrium geometry.

```
! RIJCOSX wB97M-V def2-TZVPD def2/J DEFGRID3
* xyz -1 1
O -3.454 -0.579 -0.739
O -0.516 -0.556 -0.595
O 0.468 1.510 3.033
O 0.324 -1.575 -4.138
O 1.021 -0.327 1.115
O 3.826 0.138 -0.108
N -1.033 0.578 1.216
C -0.093 -0.203 0.540
H 0.080 -1.329 -3.122
H 0.902 0.653 2.812
H 3.647 -0.184 0.837
H -3.300 0.001 -0.077
H -2.509 -0.705 -0.926
H -0.820 1.101 2.121
H 2.953 0.216 -0.429
H -0.402 -1.353 -4.699
H 0.810 2.151 2.267
H -1.904 0.463 0.891
*
```

lowest unoccupied orbital energy = 3.60 eV
molar mass = 132.09 g/mol
energy = -14976.2407 eV
E_HOMO = -5.22 eV
energy above the lowest of the compared OMol25 structures with the same formula, charge and spin = 48.28 kcal/mol